Entry 1:
{"formula": "C20H23AgBGeO6", "method": "ωB97M-V/def2-TZVPD", "elements": ["Ag", "O", "C", "O", "C", "O", "O", "Ge", "C", "C", "C", "C", "C", "C", "C", "C", "C", "C", "C", "C", "H", "H", "H", "H", "H", "H", "H", "H", "H", "H", "H", "C", "C", "C", "O", "B", "O", "C", "C", "C", "H", "H", "H", "H", "H", "H", "H", "H", "H", "H", "H", "H"], "positions_angstrom": [[-0.01421, -0.00715, -0.05786], [3.70168, 1.50399, 0.16056], [2.52766, 1.23191, 0.13493], [2.04450, 0.00859, 0.14026], [1.45902, 2.41718, 0.07127], [1.85689, 3.55300, 0.15576], [0.19766, 2.06448, -0.03531], [-2.43819, -0.22367, -0.11023], [-3.15147, 1.57872, -0.00600], [-2.77576, 2.45663, 1.01620], [-3.31855, 3.73275, 1.08761], [-4.23411, 4.15603, 0.12889], [-4.59959, 3.30171, -0.90486], [-4.05531, 2.02074, -0.97243], [-3.15711, -1.25281, 1.38995], [-2.72771, -1.02781, 2.70419], [-3.21744, -1.79155, 3.75900], [-4.14187, -2.80564, 3.51495], [-4.57309, -3.04520, 2.21641], [-4.08144, -2.27407, 1.16528], [-3.14601, -0.84831, -1.33802], [-2.02681, 2.16207, 1.74354], [-3.00720, 4.40734, 1.87842], [-4.64882, 5.15624, 0.17889], [-5.30100, 3.63316, -1.66241], [-4.34528, 1.36135, -1.78471], [-1.99048, -0.25941, 2.91208], [-2.87206, -1.60295, 4.76970], [-4.51879, -3.40820, 4.33415], [-5.29086, -3.83564, 2.01922], [-4.42775, -2.47266, 0.15392], [0.29256, -4.95576, 1.75228], [-0.47158, -4.14976, 0.72946], [-1.94482, -4.51861, 0.75243], [-0.38394, -2.75337, 1.10655], [-0.24360, -2.03982, -0.05217], [-0.08939, -2.80891, -1.17661], [0.14800, -4.16267, -0.70728], [-0.52100, -5.12072, -1.66488], [1.65296, -4.36148, -0.71096], [-0.20774, -4.87566, 2.72022], [1.31440, -4.59412, 1.86298], [0.31739, -6.01291, 1.46546], [-2.35663, -4.24409, 1.72752], [-2.09233, -5.59125, 0.59136], [-2.50649, -3.96596, -0.00640], [-1.57378, -4.87311, -1.80790], [-0.44692, -6.14854, -1.29357], [-0.02068, -5.07109, -2.63515], [2.14709, -3.67794, -0.01397], [2.02532, -4.13801, -1.71307], [1.92268, -5.39093, -0.45459]], "forces_ev_per_a": [[-0.318, -0.092, 0.003], [0.455, 0.032, 0.082], [-0.798, -0.354, -0.217], [0.383, 0.466, 0.002], [-0.523, -0.726, 0.180], [0.075, 0.462, -0.053], [0.707, 0.259, 0.034], [0.228, -0.345, -0.088], [-0.006, 0.376, 0.020], [-0.085, 0.029, -0.145], [-0.021, -0.047, -0.065], [0.029, -0.113, -0.032], [0.107, -0.047, 0.090], [-0.065, 0.151, 0.170], [-0.108, -0.186, 0.288], [-0.174, -0.202, -0.028], [-0.016, -0.006, -0.188], [0.042, 0.070, -0.075], [-0.064, 0.154, 0.025], [-0.183, 0.259, 0.221], [0.140, -0.030, -0.047], [-0.032, -0.007, -0.064], [-0.024, -0.051, -0.063], [0.010, -0.025, -0.001], [0.020, -0.008, 0.022], [0.019, 0.021, 0.035], [0.003, -0.011, -0.034], [-0.012, -0.010, -0.051], [0.013, 0.031, -0.031], [0.051, 0.042, 0.012], [0.028, 0.021, 0.079], [0.076, -0.238, 0.135], [0.032, 0.036, -0.107], [-0.061, -0.072, 0.029], [0.196, -0.091, -0.265], [-0.392, 0.497, -0.025], [-0.072, -0.091, 0.273], [-0.035, 0.073, 0.103], [-0.059, -0.190, -0.163], [0.229, -0.008, 0.019], [0.031, -0.001, -0.057], [-0.065, -0.022, 0.002], [0.014, 0.081, 0.039], [0.116, -0.110, -0.155], [0.030, 0.077, 0.000], [0.127, -0.106, 0.099], [0.103, -0.025, 0.008], [-0.007, 0.081, -0.039], [-0.047, -0.006, 0.063], [-0.068, -0.059, -0.091], [-0.006, -0.039, 0.070], [-0.022, 0.100, -0.017]], "max_force_ha_per_bohr": 0.0178, "orbital_gap_ha": 0.27687, "e_above_lowest_kj_mol": 0.0, "charge": -1, "total_energy_ev": -94594.17294, "homo_energy_ev": -5.101, "multiplicity": 1}



Entry 2:
{"formula": "C20H23B2BrF4N5O4Sc", "method": "ωB97M-V/def2-TZVPD", "elements": ["Sc", "C", "C", "N", "O", "B", "F", "F", "O", "N", "C", "C", "C", "N", "O", "B", "F", "F", "O", "N", "C", "C", "C", "H", "H", "H", "H", "H", "H", "H", "H", "H", "H", "H", "H", "C", "C", "C", "C", "C", "Br", "N", "C", "H", "H", "H", "H", "H", "H", "C", "C", "C", "C", "C", "C", "H", "H", "H", "H", "H"], "positions_angstrom": [[0.45829, 0.72837, 0.27737], [-1.66593, 2.75278, 3.78407], [-1.17109, 2.31000, 2.45687], [-0.29051, 1.40563, 2.26656], [0.22142, 0.76865, 3.35213], [0.47653, -0.60753, 2.94067], [-0.61958, -1.07277, 2.18321], [0.88867, -1.39812, 3.93108], [1.62373, -0.45278, 1.81216], [1.36304, -1.09584, 0.62928], [0.94657, -2.29281, 0.50527], [1.06028, -3.41130, 1.46547], [0.10634, -2.38224, -0.73297], [-0.47612, -1.25687, -0.95979], [-1.33502, -1.32745, -2.04673], [-2.55161, -0.70109, -1.86433], [-2.80753, -0.03746, -0.74671], [-3.44911, -0.82957, -2.80508], [-1.83887, 2.77493, -1.03691], [-1.27948, 2.29717, 0.12857], [-1.70564, 2.88658, 1.18330], [-2.68639, 4.00140, 1.17150], [-0.12920, -3.64510, -1.47491], [-1.32121, 2.07909, 4.56171], [-2.75541, 2.79710, 3.78855], [-1.29543, 3.75845, 3.99990], [1.66456, -3.13144, 2.32415], [1.50202, -4.27686, 0.96809], [0.06406, -3.70007, 1.80915], [-2.45593, 4.69712, 0.36591], [-2.70812, 4.52639, 2.12120], [-3.68397, 3.60067, 0.96952], [0.64570, -4.37636, -1.26114], [-0.17347, -3.45152, -2.54510], [-1.09411, -4.06971, -1.18421], [5.48595, -0.38446, -2.33955], [4.68168, 0.57504, -1.51430], [5.22875, 1.76907, -1.03820], [4.46606, 2.64164, -0.28288], [3.16203, 2.27383, -0.02899], [2.00178, 3.37355, 0.98280], [2.60394, 1.15034, -0.45428], [3.36350, 0.31482, -1.18705], [5.79357, 0.07991, -3.27698], [4.91896, -1.28339, -2.57410], [6.39106, -0.68047, -1.80939], [6.25996, 2.01620, -1.25943], [4.86500, 3.57002, 0.09877], [2.88408, -0.59913, -1.51420], [-0.05846, 1.02081, -4.34467], [-1.42877, 1.25679, -4.31404], [-2.03051, 1.83980, -3.20471], [-1.23061, 2.19359, -2.13541], [0.14757, 2.00942, -2.15937], [0.73144, 1.41125, -3.27630], [0.39302, 0.56650, -5.21550], [-2.04392, 0.97545, -5.15841], [-3.09673, 2.02171, -3.16942], [0.75851, 2.53493, -1.42771], [1.80683, 1.29853, -3.32626]], "forces_ev_per_a": [[0.150, 0.064, -0.046], [-0.019, -0.010, -0.007], [-0.013, 0.039, 0.033], [0.006, -0.034, 0.008], [0.024, 0.018, 0.020], [-0.026, 0.007, -0.065], [0.006, -0.048, 0.066], [0.014, 0.004, -0.002], [0.004, 0.002, 0.006], [-0.069, 0.069, -0.032], [-0.035, -0.108, 0.039], [0.011, 0.012, 0.010], [0.011, 0.022, 0.013], [-0.029, -0.024, -0.020], [-0.019, 0.025, -0.018], [-0.004, -0.009, 0.009], [0.001, -0.002, 0.006], [0.012, -0.006, -0.009], [-0.012, -0.005, -0.005], [0.052, 0.006, -0.009], [-0.060, -0.001, 0.059], [-0.004, -0.018, -0.043], [0.012, 0.002, -0.013], [0.008, 0.001, -0.001], [-0.001, -0.002, -0.005], [0.000, -0.001, 0.007], [0.001, 0.004, -0.001], [0.001, 0.000, 0.000], [-0.001, -0.001, -0.003], [0.002, 0.002, -0.002], [0.002, -0.003, 0.006], [-0.001, 0.008, 0.007], [0.003, 0.003, 0.002], [-0.005, -0.008, 0.001], [-0.004, 0.008, 0.001], [0.002, 0.002, 0.006], [-0.002, 0.004, -0.001], [-0.014, -0.007, 0.000], [0.018, 0.007, 0.001], [0.013, 0.016, 0.005], [-0.010, -0.024, 0.000], [-0.021, 0.002, 0.025], [0.004, -0.024, -0.005], [0.001, 0.001, 0.002], [0.000, 0.001, -0.003], [-0.001, -0.002, 0.002], [0.000, -0.001, -0.002], [0.000, -0.001, -0.001], [-0.005, 0.005, -0.003], [0.022, -0.006, 0.004], [-0.009, 0.003, 0.015], [-0.006, -0.006, -0.039], [0.016, -0.001, -0.012], [-0.018, 0.028, 0.010], [-0.010, -0.006, -0.018], [-0.009, 0.002, -0.003], [0.004, -0.003, -0.001], [0.003, 0.003, 0.014], [0.006, -0.013, -0.017], [0.000, 0.003, 0.009]], "max_force_ha_per_bohr": 0.0033, "orbital_gap_ha": 0.29868, "e_above_lowest_kj_mol": 0.0, "charge": 2, "total_energy_ev": -139713.02999, "homo_energy_ev": -15.106, "multiplicity": 1}



Entry 3:
{"formula": "C20H23BCl3CuF4N2O2Si", "method": "ωB97M-V/def2-TZVPD", "elements": ["Cu", "C", "N", "C", "C", "C", "N", "C", "C", "F", "C", "F", "C", "C", "F", "C", "F", "H", "H", "H", "H", "H", "H", "H", "H", "H", "H", "H", "C", "C", "C", "C", "C", "C", "C", "C", "O", "B", "O", "C", "C", "H", "H", "H", "H", "H", "H", "H", "H", "H", "H", "H", "H", "Cl", "Si", "Cl", "Cl"], "positions_angstrom": [[3.57472, 0.28327, -0.20695], [0.73989, 0.81075, 2.48540], [2.15436, 0.66802, 2.27351], [2.86345, 1.86250, 2.64541], [2.71322, -0.52464, 2.87095], [2.25170, -1.81152, 2.18289], [2.74405, -1.92932, 0.83853], [2.15306, -2.74364, 0.01526], [2.58513, -2.84361, -1.35514], [3.72585, -2.21166, -1.74437], [1.91361, -3.55708, -2.30813], [2.37232, -3.55361, -3.59773], [0.78681, -4.32730, -2.03325], [0.42048, -4.37832, -0.69960], [-0.61771, -5.20737, -0.34576], [1.06107, -3.66003, 0.27601], [0.62785, -3.91379, 1.56570], [0.48027, 0.92888, 3.56029], [0.38700, 1.68460, 1.93633], [0.21323, -0.06209, 2.10164], [2.73902, 2.12541, 3.71462], [3.92272, 1.73284, 2.44370], [2.49592, 2.68630, 2.03641], [3.79663, -0.45507, 2.80494], [2.44979, -0.59486, 3.95139], [2.60157, -2.66023, 2.79805], [1.15218, -1.82882, 2.22563], [0.26570, -4.86589, -2.80286], [-4.28254, 3.36109, -2.34520], [-4.33437, 2.21991, -1.31850], [-4.57148, 2.80735, 0.07975], [-5.53760, 1.33754, -1.66840], [-3.01538, 1.44798, -1.28630], [-2.96454, 0.06276, -1.40277], [-1.76872, -0.64559, -1.33408], [-0.60287, 0.06453, -1.14706], [0.65309, -0.35685, -1.05698], [1.50725, 0.76058, -0.82097], [0.61465, 1.90920, -0.80779], [-0.63432, 1.46474, -1.00248], [-1.82656, 2.15538, -1.07619], [-5.25745, 3.84896, -2.41789], [-4.01393, 2.97660, -3.32666], [-3.54830, 4.11093, -2.06422], [-5.49662, 3.38499, 0.10696], [-3.74715, 3.45370, 0.37137], [-4.64118, 2.00146, 0.80799], [-6.44376, 1.94352, -1.70075], [-5.67963, 0.56583, -0.91683], [-5.40403, 0.86684, -2.63902], [-3.87293, -0.50439, -1.54698], [-1.74505, -1.72104, -1.42280], [-1.82467, 3.22941, -0.97510], [7.59288, 0.36014, -0.28230], [5.67403, -0.39517, 0.47764], [6.32194, -2.40206, 0.49635], [6.27535, 0.03798, 2.58632]], "forces_ev_per_a": [[-1.125, -0.254, -0.045], [-0.082, -0.040, -0.078], [0.041, -0.047, 0.081], [0.007, 0.038, -0.036], [0.001, -0.464, -0.052], [-0.190, -0.042, 0.349], [0.478, 0.700, 0.008], [-0.387, -0.539, -0.143], [0.229, -0.109, -0.379], [-0.357, 0.076, 0.273], [0.066, -0.074, -0.080], [-0.052, 0.095, 0.356], [-0.004, -0.028, 0.061], [-0.147, -0.167, -0.282], [0.319, 0.336, -0.024], [-0.145, -0.078, 0.364], [0.201, 0.136, -0.313], [0.040, 0.011, -0.083], [-0.086, 0.042, 0.029], [-0.078, 0.038, 0.003], [-0.023, -0.016, 0.023], [0.143, 0.021, 0.025], [-0.016, 0.186, -0.018], [-0.011, -0.022, 0.052], [0.009, 0.044, -0.092], [-0.109, 0.177, 0.060], [0.129, -0.113, 0.037], [-0.089, -0.094, -0.087], [0.010, -0.125, 0.117], [-0.135, 0.073, 0.080], [-0.049, -0.018, -0.131], [0.245, 0.116, 0.090], [-0.220, -0.189, -0.101], [-0.238, 0.164, -0.015], [0.491, -0.103, 0.005], [-1.006, 0.796, 0.020], [0.583, -0.418, 0.056], [1.217, 0.042, 0.122], [0.574, 0.221, 0.085], [-0.702, -0.784, -0.199], [0.414, 0.055, 0.023], [-0.029, 0.049, 0.019], [0.023, -0.035, -0.124], [0.104, 0.100, -0.009], [-0.111, 0.086, 0.017], [0.054, 0.072, 0.054], [-0.002, -0.045, 0.110], [-0.046, 0.070, 0.000], [-0.048, -0.167, 0.045], [-0.022, -0.109, -0.125], [-0.052, 0.004, -0.021], [0.027, -0.137, -0.022], [0.014, 0.189, 0.044], [-0.199, 0.232, -0.290], [0.807, 0.405, 0.388], [-0.235, -0.396, -0.075], [-0.228, 0.039, -0.171]], "max_force_ha_per_bohr": 0.0250, "orbital_gap_ha": 0.17868, "e_above_lowest_kj_mol": 29.6, "charge": -2, "total_energy_ev": -129825.85280, "homo_energy_ev": -0.975, "multiplicity": 1}



Entry 4:
{"formula": "C20H23CaF5N2S5", "method": "ωB97M-V/def2-TZVPD", "elements": ["Ca", "C", "C", "S", "C", "C", "S", "C", "C", "S", "H", "H", "H", "H", "H", "H", "H", "H", "H", "H", "H", "H", "F", "C", "C", "F", "C", "F", "C", "S", "C", "F", "C", "F", "S", "C", "N", "C", "C", "C", "C", "C", "C", "N", "H", "H", "H", "H", "H", "H", "H", "H", "C", "H", "H", "H"], "positions_angstrom": [[-0.39860, -0.95104, 0.79205], [-1.10922, 2.74528, -2.61327], [-1.37539, 3.97806, -1.75475], [-1.93610, 3.60771, -0.07339], [-0.85668, 4.68937, 0.89241], [0.64969, 4.48218, 0.72734], [1.14952, 2.75072, 0.94089], [2.23226, 2.47719, -0.47783], [1.60384, 2.56787, -1.87020], [0.11810, 1.54229, -2.05672], [-0.85274, 3.08745, -3.62120], [-2.01643, 2.14290, -2.69735], [-2.13366, 4.58092, -2.26201], [-0.47923, 4.59429, -1.68860], [-1.14317, 4.48575, 1.92604], [-1.09931, 5.73758, 0.69235], [1.15622, 5.09879, 1.47505], [0.98106, 4.83928, -0.24917], [2.60488, 1.46765, -0.29740], [3.08902, 3.15421, -0.42167], [2.34908, 2.23755, -2.59844], [1.35939, 3.60267, -2.11775], [3.61595, -3.53121, -5.32920], [3.13302, -3.50006, -4.06708], [2.11031, -2.62772, -3.72114], [1.59325, -1.81024, -4.65476], [1.64989, -2.61144, -2.42376], [0.66422, -1.77268, -2.09094], [2.13487, -3.44518, -1.40183], [1.44910, -3.39081, 0.18393], [3.16377, -4.30386, -1.80110], [3.71656, -5.16017, -0.92404], [3.65409, -4.33405, -3.09391], [4.64712, -5.18607, -3.42424], [3.93215, 0.42958, 3.19711], [2.65776, 0.07419, 2.22790], [1.75418, -0.13681, 1.51713], [-2.64442, 0.53618, 3.35753], [-2.58836, -0.96014, 3.40098], [-3.41775, -1.84508, 4.06246], [-2.94518, -3.14407, 3.73832], [-1.85915, -2.96423, 2.90157], [-0.99934, -3.99836, 2.25384], [-1.63323, -1.63043, 2.69501], [-3.20413, 0.93407, 4.20814], [-3.12237, 0.90468, 2.44266], [-1.63848, 0.96636, 3.39612], [-4.24951, -1.58323, 4.70311], [-3.33994, -4.09473, 4.07253], [-1.11262, -4.96360, 2.75438], [0.05948, -3.73842, 2.30272], [-1.23869, -4.15786, 1.19784], [-2.21666, -0.53090, -0.88653], [-3.08707, -1.18034, -0.71045], [-1.93666, -0.66353, -1.94198], [-2.59463, 0.50151, -0.78872]], "forces_ev_per_a": [[0.225, -0.376, -0.381], [-0.060, -0.044, -0.069], [0.012, -0.011, -0.030], [-0.040, -0.022, -0.011], [0.025, 0.047, -0.005], [0.029, -0.063, -0.111], [-0.013, 0.130, 0.191], [0.006, 0.046, 0.002], [-0.035, 0.046, 0.028], [0.148, 0.028, 0.082], [-0.005, -0.025, 0.002], [0.000, -0.011, 0.025], [0.009, 0.004, 0.011], [0.002, 0.001, 0.008], [-0.007, -0.024, 0.001], [-0.005, -0.009, 0.027], [0.014, 0.001, -0.032], [0.000, -0.025, -0.009], [-0.015, -0.005, 0.017], [0.009, -0.024, 0.003], [-0.009, 0.029, 0.005], [-0.024, 0.005, -0.004], [-0.018, 0.002, 0.019], [-0.019, 0.006, 0.064], [0.130, -0.064, 0.017], [0.002, 0.008, -0.018], [-0.038, -0.125, 0.400], [-0.125, 0.311, -0.413], [-0.091, 0.141, -0.010], [0.190, -0.183, -0.185], [0.012, -0.029, 0.038], [-0.012, 0.021, -0.008], [-0.048, 0.054, -0.096], [0.003, 0.002, -0.004], [0.004, -0.019, -0.029], [0.103, 0.119, 0.003], [-0.078, 0.036, 0.068], [-0.030, 0.052, 0.003], [0.047, 0.078, 0.004], [-0.046, 0.087, 0.059], [0.019, -0.096, -0.013], [-0.132, 0.104, 0.157], [-0.055, -0.218, 0.081], [-0.009, -0.117, -0.049], [-0.014, -0.015, -0.019], [0.016, 0.002, -0.011], [0.004, -0.003, 0.012], [-0.008, -0.003, 0.008], [0.007, 0.008, 0.017], [-0.033, 0.020, 0.014], [-0.036, -0.013, 0.078], [0.023, 0.048, 0.013], [-0.051, 0.105, 0.076], [-0.020, -0.038, 0.011], [0.052, -0.012, -0.035], [-0.013, 0.035, 0.000]], "max_force_ha_per_bohr": 0.0113, "orbital_gap_ha": 0.19450, "e_above_lowest_kj_mol": 6.0, "charge": -2, "total_energy_ev": -110298.23234, "homo_energy_ev": -1.516, "multiplicity": 1}